No. 1
The following is a DFT calculation (ωB97M-V/def2-TZVPD) of 7 unconnected molecules or ions with the total composition C67H81F3N12O3S.

Geometry (Å):
C  7.373  -2.736  8.392
N  6.246  -3.076  7.462
C  6.503  -4.003  6.566
C  5.463  -4.421  5.727
C  4.188  -3.930  5.850
C  3.998  -2.984  6.845
C  5.041  -2.607  7.711
C  2.982  -4.351  5.057
C  3.068  -4.707  3.729
C  1.924  -5.000  3.025
N  0.733  -5.060  3.659
C  0.643  -4.833  5.013
C  1.756  -4.447  5.699
C  -0.490  -5.319  2.883
H  7.590  -3.542  9.110
H  7.306  -1.702  8.747
H  8.296  -2.808  7.784
H  7.533  -4.354  6.487
H  5.603  -5.182  4.981
H  3.036  -2.551  7.024
H  4.922  -1.960  8.589
H  4.002  -4.794  3.196
H  1.947  -5.272  1.996
H  -0.313  -5.016  5.464
H  1.603  -4.301  6.755
H  -0.318  -6.230  2.295
H  -0.699  -4.396  2.313
H  -1.285  -5.510  3.609
C  -2.261  -2.801  -12.062
N  -2.513  -3.090  -10.656
C  -3.715  -2.924  -10.094
C  -3.923  -3.302  -8.735
C  -2.858  -3.756  -7.950
C  -1.602  -3.811  -8.540
C  -1.459  -3.516  -9.898
C  -3.050  -4.182  -6.541
C  -2.348  -3.647  -5.475
C  -2.595  -4.101  -4.165
N  -3.515  -5.099  -3.953
C  -4.126  -5.629  -5.008
C  -3.926  -5.210  -6.306
C  -3.752  -5.506  -2.586
H  -1.205  -3.044  -12.233
H  -2.578  -1.772  -12.234
H  -2.927  -3.473  -12.623
H  -4.473  -2.524  -10.728
H  -4.906  -3.187  -8.288
H  -0.729  -4.180  -8.021
H  -0.526  -3.669  -10.390
H  -1.541  -2.935  -5.735
H  -2.164  -3.553  -3.331
H  -4.890  -6.439  -4.858
H  -4.494  -5.644  -7.108
H  -4.696  -6.036  -2.466
H  -3.820  -4.552  -2.060
H  -2.900  -6.038  -2.183
C  4.771  -6.715  -2.445
N  5.035  -5.250  -2.218
C  4.040  -4.335  -2.265
C  4.336  -2.979  -2.260
C  5.645  -2.518  -2.147
C  6.625  -3.479  -2.027
C  6.347  -4.815  -2.135
C  6.142  -1.129  -2.423
C  7.260  -0.673  -1.682
C  7.982  0.386  -2.206
N  7.700  0.873  -3.449
C  6.726  0.347  -4.194
C  5.842  -0.590  -3.652
C  8.629  1.784  -4.136
H  4.669  -7.219  -1.498
H  5.613  -7.073  -2.987
H  3.875  -6.736  -3.088
H  3.027  -4.741  -2.368
H  3.524  -2.273  -2.190
H  7.643  -3.182  -1.980
H  7.096  -5.593  -2.165
H  7.580  -1.091  -0.756
H  8.880  0.714  -1.756
H  6.666  0.771  -5.199
H  5.031  -1.024  -4.266
H  8.978  2.551  -3.430
H  8.184  2.318  -5.001
H  9.423  1.179  -4.523
C  3.934  2.199  1.168
N  3.482  3.098  2.264
C  2.790  2.608  3.335
C  2.192  3.477  4.253
C  2.420  4.836  4.170
C  3.094  5.332  3.034
C  3.666  4.427  2.177
C  1.789  5.748  5.172
C  2.175  5.672  6.498
C  1.592  6.514  7.416
N  0.801  7.515  7.002
C  0.417  7.561  5.735
C  0.929  6.738  4.768
C  0.202  8.451  7.985
H  4.569  1.433  1.625
H  4.545  2.757  0.474
H  3.100  1.793  0.643
H  2.469  1.577  3.331
H  1.529  3.145  5.039
H  3.237  6.389  2.918
H  4.303  4.775  1.383
H  2.879  4.918  6.820
H  1.842  6.481  8.458
H  -0.273  8.347  5.530
H  0.598  6.811  3.741
H  0.327  8.035  8.997
H  -0.861  8.685  7.838
H  0.813  9.348  8.038
C  -1.127  1.797  -2.393
N  -1.931  2.885  -1.816
C  -1.411  4.104  -1.522
C  -2.236  5.090  -0.939
C  -3.586  4.824  -0.665
C  -4.101  3.624  -1.085
C  -3.260  2.604  -1.528
C  -4.407  5.863  -0.052
C  -4.262  6.124  1.317
C  -4.909  7.148  1.941
N  -5.765  7.885  1.240
C  -5.993  7.657  -0.047
C  -5.318  6.644  -0.727
C  -6.410  9.080  1.946
H  -1.517  1.640  -3.359
H  -1.056  0.883  -1.815
H  -0.120  2.125  -2.529
H  -0.336  4.306  -1.677
H  -1.795  6.060  -0.754
H  -5.129  3.318  -1.041
H  -3.631  1.596  -1.730
H  -3.616  5.492  1.896
H  -4.846  7.375  3.000
H  -6.699  8.343  -0.517
H  -5.396  6.531  -1.803
H  -6.913  9.738  1.240
H  -5.587  9.671  2.391
H  -7.100  8.747  2.689
C  -9.642  1.375  -1.239
C  -9.605  -0.002  -0.605
N  -8.316  -0.171  0.169
C  -8.108  0.241  1.511
C  -6.841  -0.025  1.843
N  -6.257  -0.586  0.731
C  -7.111  -0.649  -0.272
C  -4.990  -1.308  0.905
H  -9.920  2.121  -0.489
H  -10.411  1.392  -1.987
H  -8.719  1.573  -1.762
H  -9.587  -0.847  -1.307
H  -10.410  -0.167  0.084
H  -8.917  0.594  2.107
H  -6.389  0.153  2.806
H  -7.009  -1.219  -1.165
H  -4.379  -0.732  1.617
H  -4.452  -1.419  -0.010
H  -5.250  -2.283  1.323
C  1.088  -0.436  0.219
F  0.528  0.592  0.950
F  1.573  -0.010  -0.962
F  2.106  -0.888  0.962
S  -0.208  -1.819  -0.026
O  -1.175  -1.235  -0.967
O  0.593  -2.922  -0.530
O  -0.724  -1.948  1.324

The charge is +10. The calculation puts the HOMO-LUMO gap at 7.78 eV.

Here are the Löwdin charges for atoms 1 to 5, given in e: C 0.07; N -0.08; C 0.04; C 0.06; C -0.13

No. 2
The following is a DFT calculation (ωB97M-V/def2-TZVPD) of 10 unconnected molecules or ions with the total composition C67H87N12O6PS.

Geometry (Å):
C  -3.239  2.096  -4.861
C  -2.240  1.685  -3.786
C  -0.806  1.626  -4.361
C  0.137  0.724  -3.508
C  1.544  1.366  -3.291
C  1.761  1.832  -1.825
C  1.920  3.357  -1.652
C  1.478  3.784  -0.217
C  0.074  4.405  -0.291
C  -0.618  4.535  1.048
C  -0.963  5.800  1.513
C  -1.622  6.017  2.728
C  -1.999  7.403  3.166
C  -3.513  7.688  3.002
O  -4.103  6.889  1.969
C  -5.288  6.330  2.292
O  -5.514  5.742  3.307
C  -1.906  4.888  3.485
O  -2.555  5.026  4.745
C  -1.681  5.435  5.633
N  -0.976  5.952  6.383
C  -1.593  3.611  3.041
C  -0.950  3.410  1.826
N  -0.637  2.128  1.268
P  -1.914  1.523  0.174
N  -3.069  0.637  1.121
O  -2.774  2.850  -0.276
C  -0.239  1.160  2.240
C  0.756  0.247  1.879
C  1.202  -0.721  2.777
C  0.665  -0.833  4.064
C  1.130  -1.868  5.060
C  0.110  -3.002  5.271
C  0.121  -4.061  4.151
C  -0.491  -3.638  2.833
O  0.127  -3.754  1.810
O  -1.764  -3.170  2.866
C  -2.574  -3.767  1.845
C  -2.504  -3.045  0.495
C  -0.328  0.083  4.416
C  -0.773  1.053  3.525
S  -2.043  2.197  4.043
H  -4.277  2.094  -4.517
H  -3.209  1.437  -5.735
H  -3.052  3.103  -5.247
H  -2.513  0.741  -3.310
H  -2.219  2.458  -3.013
H  -0.409  2.642  -4.319
H  -0.805  1.234  -5.380
H  0.287  -0.205  -4.066
H  -0.323  0.448  -2.559
H  2.253  0.550  -3.456
H  1.699  2.167  -4.013
H  2.631  1.340  -1.385
H  0.861  1.555  -1.266
H  1.232  3.829  -2.363
H  2.922  3.716  -1.890
H  2.191  4.490  0.214
H  1.487  2.866  0.371
H  0.128  5.378  -0.780
H  -0.533  3.774  -0.949
H  -0.735  6.667  0.904
H  -1.787  7.496  4.232
H  -1.444  8.180  2.644
H  -3.999  7.543  3.968
H  -3.679  8.734  2.735
H  -6.081  6.423  1.537
H  -2.612  -0.163  1.549
H  -3.397  1.251  1.871
H  -3.513  3.007  0.331
H  1.223  0.271  0.902
H  1.970  -1.431  2.495
H  2.074  -2.325  4.758
H  1.316  -1.391  6.025
H  -0.912  -2.626  5.348
H  0.390  -3.535  6.182
H  1.100  -4.498  3.978
H  -0.525  -4.876  4.504
H  -2.292  -4.816  1.727
H  -3.616  -3.781  2.165
H  -3.291  -2.301  0.393
H  -1.550  -2.528  0.388
H  -2.565  -3.767  -0.321
H  -0.791  0.081  5.397
C  -4.156  2.379  -9.847
C  -3.301  1.248  -9.753
C  -2.266  1.588  -8.923
N  -2.461  2.879  -8.516
C  -3.612  3.367  -9.071
H  -5.066  2.457  -10.418
H  -3.432  0.296  -10.238
H  -1.411  1.025  -8.589
H  -1.853  3.389  -7.902
H  -3.943  4.371  -8.867
C  4.611  -4.712  6.675
C  4.841  -3.659  7.599
C  3.714  -3.537  8.367
N  2.811  -4.472  7.936
C  3.352  -5.196  6.907
H  5.292  -5.071  5.921
H  5.732  -3.061  7.690
H  3.478  -2.867  9.176
H  1.894  -4.607  8.318
H  2.797  -5.987  6.433
C  10.086  -5.354  5.133
C  10.309  -4.304  6.062
C  9.179  -4.191  6.828
N  8.282  -5.129  6.394
C  8.828  -5.845  5.365
H  10.771  -5.710  4.381
H  11.197  -3.702  6.158
H  8.939  -3.527  7.642
H  7.364  -5.271  6.776
H  8.278  -6.638  4.888
C  6.144  2.682  0.767
C  6.387  3.688  1.741
C  5.214  3.889  2.420
N  4.275  3.047  1.893
C  4.833  2.305  0.889
H  6.852  2.280  0.061
H  7.315  4.204  1.921
H  4.969  4.557  3.229
H  3.320  2.982  2.196
H  4.252  1.578  0.348
C  4.272  0.225  -7.279
C  4.838  -1.037  -7.606
C  4.092  -1.995  -6.974
N  3.099  -1.361  -6.277
C  3.200  -0.009  -6.460
H  4.614  1.192  -7.608
H  5.695  -1.219  -8.232
H  4.180  -3.068  -6.959
H  2.404  -1.817  -5.717
H  2.503  0.666  -5.993
C  -7.076  -0.038  -2.590
C  -6.399  -1.281  -2.698
C  -5.256  -1.192  -1.946
N  -5.214  0.057  -1.391
C  -6.318  0.765  -1.778
H  -8.009  0.236  -3.055
H  -6.714  -2.144  -3.263
H  -4.475  -1.906  -1.765
H  -4.487  0.414  -0.792
H  -6.471  1.777  -1.443
C  -9.504  -3.003  -6.542
C  -8.423  -3.547  -7.285
C  -7.310  -2.808  -6.984
N  -7.677  -1.839  -6.091
C  -9.012  -1.953  -5.814
H  -10.526  -3.345  -6.542
H  -8.457  -4.385  -7.962
H  -6.293  -2.889  -7.325
H  -7.061  -1.151  -5.698
H  -9.493  -1.280  -5.125
C  -4.134  -6.940  -7.985
C  -4.306  -6.310  -6.723
C  -4.162  -4.963  -6.917
N  -3.908  -4.755  -8.246
C  -3.893  -5.955  -8.904
H  -4.184  -7.996  -8.194
H  -4.512  -6.792  -5.782
H  -4.219  -4.138  -6.228
H  -3.756  -3.861  -8.673
H  -3.713  -6.003  -9.964
C  7.703  0.546  10.125
C  7.410  -0.753  10.621
C  7.421  -1.609  9.552
N  7.708  -0.878  8.430
C  7.884  0.435  8.772
H  7.775  1.456  10.696
H  7.213  -1.026  11.644
H  7.251  -2.671  9.494
H  7.779  -1.247  7.499
H  8.122  1.174  8.026

As for the SMILES: CCCCCCCCCc1cc(CCOC=O)c(OC#N)c2c1N(P(N)O)c1ccc(CCCC(=O)OCC)cc1S2.c1cc[nH]c1.c1cc[nH]c1.c1cc[nH]c1.c1cc[nH]c1.c1cc[nH]c1.c1cc[nH]c1.c1cc[nH]c1.c1cc[nH]c1.c1cc[nH]c1. The calculation puts the HOMO-LUMO gap at 8.16 eV.

Here are the Löwdin charges for atoms 1 to 5, given in e: C -0.12; C -0.27; C -0.20; C -0.19; C -0.19

Calculated LUMO level in order - -17.884, 0.095 eV